[1]
Here is a cluster of 2 separate species, C6H12O in total from the Open Molecules 2025 dataset. Energies are from ωB97M-V/def2-TZVPD.

Computed properties:
Calculated total energy   -311.01565 a.u.
Molecular weight   100.2 g mol⁻¹
Max |F|   0.5 eV/Å
Charge   0
Gap between HOMO and LUMO   10.61 eV
2S+1   1

Cartesian coordinates (Å):
C  0.47562  0.21090  1.47853
C  0.12429  1.08300  0.26581
C  -1.27304  0.77750  -0.24398
C  -2.42439  1.45624  0.46346
O  -1.46456  0.01188  -1.16715
H  1.50275  0.40636  1.80243
H  -0.18473  0.41622  2.32871
H  0.40038  -0.85133  1.22545
H  0.82741  0.89144  -0.55106
H  0.19396  2.14321  0.53982
H  -2.36169  1.30376  1.54682
H  -2.37613  2.53703  0.28515
H  -3.37137  1.06699  0.08571
C  2.24395  -1.74924  -1.08352
C  1.06422  -2.06674  -1.60597
H  3.04492  -2.47733  -0.97971
H  2.46434  -0.73995  -0.73839
H  0.85632  -3.07799  -1.94941
H  0.25774  -1.34194  -1.70271

Cartesian forces, eV/Å:
C -0.006 -0.066 0.079
C 0.057 0.037 -0.099
C -0.097 -0.135 -0.157
C -0.076 -0.013 0.000
O 0.071 0.340 0.349
H -0.156 -0.019 -0.049
H 0.086 -0.037 -0.140
H 0.005 0.164 0.034
H -0.118 0.024 0.108
H -0.034 -0.146 -0.046
H 0.019 0.028 -0.148
H 0.015 -0.140 0.026
H 0.131 0.057 0.068
C -0.101 -0.029 -0.066
C 0.128 0.026 0.060
H -0.121 0.084 -0.029
H -0.049 -0.168 -0.059
H 0.067 0.130 0.054
H 0.179 -0.136 0.014

[2]
Here is a cluster of 2 separate species, C6H12O in total from the Open Molecules 2025 dataset. Energies are from ωB97M-V/def2-TZVPD.

Computed properties:
Calculated total energy   -310.92109 a.u.
Molecular weight   100.2 g mol⁻¹
Max |F|   0.6 eV/Å
Charge   0
Gap between HOMO and LUMO   8.64 eV
2S+1   1

Cartesian coordinates (Å):
C  2.04260  -0.24715  0.97499
C  1.56791  -0.56495  -0.44298
C  0.65777  0.48577  -1.02575
C  -0.41010  0.24361  -1.78145
C  -2.09366  0.31825  -0.07710
C  -1.63280  -0.53566  1.07137
O  -2.16321  1.56626  0.35254
H  2.71450  -1.02393  1.35373
H  1.20216  -0.16136  1.67079
H  2.58948  0.70188  1.00025
H  1.06526  -1.53963  -0.46942
H  2.44906  -0.66516  -1.09146
H  0.94108  1.52038  -0.82756
H  -0.74235  -0.76236  -2.01989
H  -0.97388  1.03553  -2.26368
H  -2.56832  -0.97892  1.43384
H  -1.15880  -0.00744  1.90638
H  -1.00477  -1.36981  0.74143
H  -2.51829  2.10747  -0.36510

Cartesian forces, eV/Å:
C 0.002 0.050 0.110
C -0.060 -0.043 -0.041
C 0.294 -0.012 -0.074
C 0.153 -0.048 -0.376
C -0.389 -0.279 0.418
C -0.005 -0.032 -0.016
O 0.073 0.140 0.042
H -0.095 0.086 -0.067
H 0.104 -0.013 -0.099
H -0.076 -0.103 -0.024
H 0.038 0.108 -0.008
H -0.094 0.030 0.053
H -0.034 -0.096 -0.008
H 0.150 0.089 0.018
H 0.153 -0.064 0.083
H 0.030 -0.038 0.043
H -0.029 0.053 -0.096
H -0.164 0.194 -0.037
H -0.050 -0.021 0.078

[3]
Here is the molecule C6H12O from the Open Molecules 2025 dataset. Energies are from ωB97M-V/def2-TZVPD.

Computed properties:
Calculated total energy   -311.05734 a.u.
Molecular weight   100.2 g mol⁻¹
Max |F|   0.3 eV/Å
Charge   0
Gap between HOMO and LUMO   11.14 eV
2S+1   1

Cartesian coordinates (Å):
C  1.92753  -0.76514  -0.47579
C  0.63975  -0.22958  0.14418
O  0.76768  -0.17162  1.56804
C  0.16723  1.13800  -0.37013
C  -1.27012  1.23947  0.16271
C  -1.80525  -0.21608  0.16227
C  -0.58302  -1.10736  -0.13493
H  2.68100  0.01868  -0.61033
H  1.73986  -1.21775  -1.45315
H  2.34886  -1.53413  0.17798
H  1.48008  0.45088  1.76664
H  0.81427  1.95675  -0.02810
H  0.18477  1.14511  -1.46822
H  -1.25022  1.62245  1.18711
H  -1.88998  1.91775  -0.43161
H  -2.58540  -0.36032  -0.59229
H  -2.24510  -0.46783  1.13051
H  -0.56977  -1.39404  -1.19352
H  -0.55218  -2.02524  0.45864

Cartesian forces, eV/Å:
C 0.037 -0.003 -0.034
C -0.089 -0.066 -0.312
O 0.181 0.144 0.128
C 0.044 0.024 -0.033
C -0.017 0.065 0.015
C -0.069 -0.030 0.018
C 0.019 -0.072 -0.016
H -0.084 -0.029 0.087
H 0.019 0.115 0.044
H -0.072 0.045 -0.098
H -0.140 -0.113 0.050
H -0.074 -0.145 -0.038
H 0.000 -0.045 0.142
H -0.013 -0.022 -0.158
H 0.094 -0.099 0.075
H 0.105 0.025 0.114
H 0.044 0.057 -0.114
H 0.027 0.041 0.166
H -0.014 0.109 -0.036

[4]
Here is the molecule C6H12O from the Open Molecules 2025 dataset. Energies are from ωB97M-V/def2-TZVPD.

Computed properties:
Calculated total energy   -310.88711 a.u.
Molecular weight   100.2 g mol⁻¹
Max |F|   0.4 eV/Å
Charge   0
Gap between HOMO and LUMO   8.31 eV
2S+1   1

Cartesian coordinates (Å):
C  -2.18161  -0.37487  1.60637
C  -1.66443  -0.17693  0.19549
O  -0.61963  0.80612  0.13238
C  0.07177  0.79961  -1.47623
C  0.71539  0.43162  0.60053
C  1.41760  0.55341  -0.74462
C  2.14857  -0.70032  -1.21635
H  -2.45823  0.58116  2.06058
H  -1.44709  -0.87124  2.24977
H  -3.07429  -1.00914  1.57330
H  -2.43402  0.22872  -0.46493
H  -1.29508  -1.10284  -0.25841
H  -0.03210  1.88675  -1.63959
H  0.70115  -0.57784  1.02722
H  1.00859  1.15188  1.36845
H  2.11783  1.40134  -0.74976
H  2.37205  -0.62387  -2.28577
H  3.09471  -0.85442  -0.68133
H  1.51819  -1.58688  -1.08100

Cartesian forces, eV/Å:
C 0.031 0.010 0.052
C -0.174 -0.124 0.014
O -0.083 0.029 -0.161
C 0.136 0.317 0.151
C 0.133 -0.056 0.117
C 0.081 -0.101 -0.002
C 0.027 -0.039 -0.005
H 0.026 -0.113 -0.068
H -0.076 0.101 -0.091
H 0.150 0.086 0.005
H 0.082 -0.090 0.083
H -0.018 0.108 0.074
H -0.005 -0.176 -0.025
H -0.031 0.114 -0.099
H -0.041 -0.130 -0.094
H -0.146 -0.100 -0.015
H -0.016 0.014 0.147
H -0.137 0.017 -0.053
H 0.061 0.134 -0.030

[5]
Here is a cluster of 2 separate species, C6H12O in total at a distorted geometry from the Open Molecules 2025 dataset. Energies are from ωB97M-V/def2-TZVPD.

Computed properties:
Calculated total energy   -310.93966 a.u.
Molecular weight   100.2 g mol⁻¹
Max |F|   4.8 eV/Å
Charge   0
Gap between HOMO and LUMO   10.37 eV
2S+1   1

Cartesian coordinates (Å):
C  -1.08307  -2.12222  1.77778
C  -0.76466  -1.73172  0.51916
C  0.69808  -1.26990  0.11257
C  0.89430  0.24676  0.18900
C  1.27956  0.87845  -0.94878
C  0.64079  0.91959  1.51540
H  -0.25968  -2.53130  2.36919
H  -2.11132  -2.41230  2.18713
H  -1.39879  -1.82214  -0.38395
H  0.87366  -1.62980  -0.85713
H  1.47903  -1.88794  0.72156
H  1.41510  2.04736  -1.14300
H  1.58755  0.18037  -1.78727
H  -0.28422  1.45172  1.39313
H  1.44516  1.75716  1.39265
H  0.89384  0.23558  2.37610
O  -1.44067  2.36161  -2.59765
H  -1.23139  1.47499  -2.47042
H  -0.87359  2.71757  -2.00757

Cartesian forces, eV/Å:
C -0.712 -1.132 -0.992
C 1.145 -0.156 0.260
C -0.184 -1.431 2.507
C 0.185 -0.578 -1.215
C 0.419 0.445 -0.470
C 3.053 1.228 -1.396
H -0.059 1.033 0.426
H 1.455 0.482 -1.131
H -0.304 0.756 1.008
H 0.156 -0.192 -1.592
H -1.283 1.381 -0.426
H -0.183 -2.769 0.829
H -0.657 1.284 0.731
H -0.796 -0.196 1.059
H -1.333 -1.198 1.173
H -0.917 1.071 -0.798
O -2.959 0.251 -2.885
H 0.180 -2.823 -0.076
H 2.794 2.546 2.989

[6]
Here is a cluster of 2 separate species, C6H12O in total at a distorted geometry from the Open Molecules 2025 dataset. Energies are from ωB97M-V/def2-TZVPD.

Computed properties:
Calculated total energy   -310.96511 a.u.
Molecular weight   100.2 g mol⁻¹
Max |F|   1.9 eV/Å
Charge   0
Gap between HOMO and LUMO   8.75 eV
2S+1   1

Cartesian coordinates (Å):
C  -0.53005  -3.05327  0.91767
C  -0.83282  -1.76980  0.66772
C  -0.02855  -0.88879  -0.16987
C  -0.23545  0.44476  -0.30137
C  0.02169  1.26563  -1.52137
C  -0.90604  2.48704  -1.55327
H  0.48426  -3.42034  0.79202
H  -1.25297  -3.80501  1.20526
H  -1.87588  -1.51028  0.81180
H  0.90186  -1.20789  -0.64414
H  -0.57772  1.00364  0.57781
H  1.05455  1.60660  -1.69630
H  -0.11831  0.60018  -2.38488
H  -1.88322  2.16745  -1.19698
H  -0.94403  2.93569  -2.54309
H  -0.47232  3.26400  -0.91506
O  2.08851  0.76411  1.71028
H  1.19589  1.03683  1.52115
H  1.98948  0.14293  2.43320

Cartesian forces, eV/Å:
C 0.473 0.291 -0.052
C -0.022 -1.267 -0.231
C 0.675 1.725 0.495
C 0.178 -0.497 0.750
C 0.943 -0.026 -0.887
C 0.702 -0.220 0.051
H -0.049 0.000 -0.276
H -0.110 0.281 0.387
H 0.085 0.445 0.107
H -0.749 -0.861 -0.682
H -1.200 -0.203 -0.470
H 0.001 -0.024 0.576
H -0.370 0.246 0.131
H -0.184 0.423 -0.126
H -0.266 -0.169 -0.134
H -0.372 -0.134 0.224
O 0.598 0.068 0.189
H -0.391 0.087 -0.207
H 0.060 -0.164 0.155